The following is a quantum chemistry calculation of a single C4H6BrNO molecule at a distorted geometry, from the Open Molecules 2025 dataset.

Properties
Highest occupied orbital energy: -10.42 eV
Frontier orbital gap: 10.746 eV
Molecular weight: 164.00 g/mol
Energy: -2859.91901 hartree
SMILES string: CCO[C@@H](Br)C#N
Max |F|: 4.853 eV Å⁻¹

Atoms and positions in Å:
C1 1.6821 0.5223 -0.0487
C2 0.8924 -0.6310 0.6182
O1 -0.4139 -0.2956 0.9732
C3 -1.5256 -0.2582 -0.3677
Br1 -2.7847 -1.6002 -0.0176
C4 -2.1125 1.0529 -0.3248
N1 -2.7068 2.0359 -0.2186
H1 1.3525 0.4358 -1.1965
H2 1.4054 1.4470 0.3803
H3 2.6869 0.2118 -0.1113
H4 1.2565 -0.9020 1.5417
H5 1.1254 -1.6338 -0.0212
H6 -0.8577 -0.3851 -1.2070



The following is a quantum chemistry calculation of a molecular structure, C8H10InN2O5 at a distorted geometry, from the Open Molecules 2025 dataset.

Properties
Highest occupied orbital energy: -17.95 eV
Frontier orbital gap: 3.413 eV
Molecular weight: 329.00 g/mol
Total charge: +3
Energy: -985.17867 hartree
Max |F|: 16.133 eV Å⁻¹

Atoms and positions in Å:
In1 -0.0402 1.4710 0.4394
C1 -0.0165 1.9052 2.2576
O1 -0.0017 2.1737 3.3808
C2 -0.0438 3.3433 0.1021
O2 -0.0455 4.4834 -0.0687
C3 -1.9451 1.4665 0.4419
O3 -3.0979 1.4689 0.4658
C4 1.8640 1.4647 0.3932
O4 3.0171 1.4661 0.3878
C5 -0.0460 -0.1772 -4.4264
H1 0.8735 -0.7510 -4.4652
H2 -0.9666 -0.7500 -4.4421
C6 -0.0493 1.1673 -4.7472
H3 -0.9726 1.6669 -5.0187
H4 0.8675 1.6660 -5.0418
C7 -1.4243 -2.3162 2.6035
N1 -0.0765 -2.4553 2.0792
C8 0.5585 -1.4751 1.3746
N2 1.8363 -1.6728 0.9663
O5 -0.0353 -0.4195 1.1593
H5 -1.8868 -1.3398 2.3448
H6 -1.3997 -2.3988 3.7115
H7 -2.0656 -3.1246 2.1975
H8 0.4200 -3.3352 2.2853
H9 2.3556 -0.9727 0.4318
H10 2.3204 -2.5550 1.1887



The following is a quantum chemistry calculation of 2 unconnected molecules or ions with the total composition C32H42N3O4PS2 at a distorted geometry, from the Open Molecules 2025 dataset.

Properties
Highest occupied orbital energy: -6.02 eV
Frontier orbital gap: 3.887 eV
Molecular weight: 627.81 g/mol
Energy: -2847.26766 hartree
Max |F|: 2.846 eV Å⁻¹

Atoms and positions in Å:
C1 -5.6100 2.9616 -1.5015
N1 -4.4381 3.5154 -0.8269
C2 -4.6843 4.4961 0.2257
C3 -3.1950 2.9868 -0.9741
C4 -2.1766 3.3809 -0.0506
C5 -1.2555 2.3987 0.3879
C6 -1.2748 1.1464 -0.2659
C7 -0.6878 -0.0364 0.4549
C8 -1.4324 -0.2622 1.7257
S1 -1.4606 -1.8855 2.5004
C9 -0.3983 -2.9291 1.5335
C10 -0.9710 -3.7952 0.5829
C11 -0.1172 -4.3044 -0.4211
C12 1.2371 -4.0538 -0.3721
C13 1.7896 -3.2697 0.6341
C14 0.9672 -2.7167 1.6057
O1 -0.9192 -1.7756 3.8354
O2 -2.7447 -2.5348 2.3298
S2 -2.6979 0.7625 2.4429
C15 -3.4669 -0.0360 3.8703
C16 -3.0333 0.2522 5.1608
C17 -3.4871 -0.5225 6.2380
C18 -4.4094 -1.5428 5.9915
C19 -4.9430 -1.7410 4.7319
C20 -4.4941 -0.9719 3.6562
O3 -2.0447 1.9409 2.9905
O4 -3.8233 0.9041 1.4934
C21 -1.8734 0.9959 -1.5229
C22 -2.8746 1.9223 -1.8424
H1 -6.0461 2.1262 -0.9191
H2 -6.3473 3.7938 -1.5301
H3 -5.3786 2.5558 -2.5028
H4 -4.5118 4.0992 1.2371
H5 -4.0483 5.3810 0.0983
H6 -5.7278 4.7906 0.2164
H7 -2.2075 4.3232 0.4433
H8 -0.4946 2.6008 1.1531
H9 -0.7379 -1.0176 -0.0962
H10 -2.0375 -4.0208 0.6190
H11 -0.5458 -4.9475 -1.1993
H12 1.9059 -4.4736 -1.1371
H13 2.8524 -3.0997 0.6956
H14 1.3715 -2.0913 2.4060
H15 -2.3106 1.0382 5.3061
H16 -3.1293 -0.3053 7.2349
H17 -4.7188 -2.1917 6.8235
H18 -5.7266 -2.5054 4.5481
H19 -4.9233 -1.0989 2.6617
H20 -1.7720 0.0776 -2.1225
H21 -3.4485 1.7973 -2.7438
C23 2.0318 2.3928 -3.7612
C24 2.7567 1.9696 -2.4991
C25 4.2807 1.9332 -2.7389
C26 2.4807 2.9372 -1.3467
N2 2.1954 0.6613 -2.1232
P1 2.7161 -0.0434 -0.6385
H22 0.4075 -0.1020 0.2948
N3 3.1560 -1.5566 -1.3748
C27 4.5703 -2.0454 -1.1768
C28 4.5244 -3.5229 -1.4556
C29 4.9592 -1.7035 0.2524
C30 5.5517 -1.4097 -2.1554
C31 2.7099 -1.5294 -2.7072
C32 2.1674 -0.3248 -3.1086
H23 0.9414 2.3017 -3.6561
H24 2.2563 3.4474 -3.9322
H25 2.3632 1.8287 -4.6337
H26 4.8457 1.7495 -1.8135
H27 4.5915 1.2479 -3.5346
H28 4.5633 2.9357 -3.0730
H29 3.0613 2.6312 -0.4571
H30 2.8099 3.9422 -1.6638
H31 1.3943 2.9708 -1.1437
H32 4.2974 -3.7181 -2.5083
H33 5.5245 -3.9016 -1.2588
H34 3.8122 -4.0554 -0.8279
H35 4.8554 -0.6292 0.4786
H36 4.3800 -2.2881 0.9704
H37 6.0112 -1.9539 0.4127
H38 5.7236 -0.3410 -1.9704
H39 6.5129 -1.9184 -2.0118
H40 5.2719 -1.5829 -3.1994
H41 2.8753 -2.3714 -3.3339
H42 1.9019 -0.0698 -4.1107



The following is a quantum chemistry calculation of a molecular structure, C7H15HgNSe2, from the Open Molecules 2025 dataset.

Properties
Highest occupied orbital energy (spin up / spin down): -11.48 / -11.94 eV
Frontier orbital gap (spin up / spin down): 8.442 / 6.094 eV
Molecular weight: 471.71 g/mol
Total charge: +1
Multiplicity: 2
Energy: -5286.48039 hartree
<S²>: 0.758
Max |F|: 0.298 eV Å⁻¹

Atoms and positions in Å:
Hg1 0.3767 -0.0122 -0.1853
C1 -2.1465 -1.0367 -3.9483
Se1 -0.7544 -0.0583 -3.0056
C2 -1.7890 1.5244 -2.5545
C3 -2.8382 1.3617 -1.4537
Se2 -2.1173 1.1868 0.3442
C4 -2.9965 -0.4681 0.8323
H1 -2.2580 -0.6113 -4.9413
H2 -3.0852 -0.9945 -3.4027
H3 -1.8175 -2.0693 -4.0225
H4 -2.2919 1.8376 -3.4683
H5 -1.0482 2.2826 -2.3040
H6 -3.4811 0.5007 -1.6264
H7 -3.4639 2.2536 -1.4393
H8 -4.0698 -0.3042 0.7953
H9 -2.6907 -0.7082 1.8473
H10 -2.7028 -1.2602 0.1484
C5 1.7466 -0.8061 5.3106
C6 1.7713 0.5833 4.6656
C7 0.7937 0.7034 3.5761
N1 0.0118 0.7839 2.7377
H11 2.3655 -0.7978 6.2055
H12 2.1372 -1.5610 4.6303
H13 0.7347 -1.0859 5.5980
H14 2.7571 0.8100 4.2593
H15 1.5403 1.3565 5.3989



The following is a quantum chemistry calculation of 2 unconnected molecules or ions with the total composition C3H6NO2 at a distorted geometry, from the Open Molecules 2025 dataset.

Properties
Highest occupied orbital energy: -3.88 eV
Frontier orbital gap: 7.889 eV
Molecular weight: 88.09 g/mol
Total charge: -1
Energy: -323.17073 hartree
Max |F|: 2.723 eV Å⁻¹

Atoms and positions in Å:
C1 0.6831 1.7164 -0.9239
C2 -0.2459 0.8858 -0.3839
N1 -1.5811 0.9269 -0.7632
H1 0.4216 2.4517 -1.6788
H2 1.7415 1.7050 -0.7582
H3 0.0983 0.0561 0.2387
H4 -1.7301 1.3202 -1.6806
H5 -1.9638 -0.0121 -0.7118
O1 0.7303 -1.2478 2.3745
C3 0.6636 -2.2658 1.6171
O2 0.9343 -2.4088 0.4236
H6 0.2481 -3.1275 2.2467



The following is a quantum chemistry calculation of a molecular structure, C36H49Br2CsN10OP at a distorted geometry, from the Open Molecules 2025 dataset.

Properties
Highest occupied orbital energy: -8.48 eV
Frontier orbital gap: 5.705 eV
Molecular weight: 961.54 g/mol
Total charge: +1
Energy: -7533.32609 hartree
Max |F|: 1.151 eV Å⁻¹

Atoms and positions in Å:
Cs1 -0.9714 0.1714 0.0627
C1 0.9005 -1.0436 -3.0605
N1 2.2101 -0.4218 -3.0106
C2 2.7194 -0.1412 -4.3502
C3 2.5480 0.4082 -1.9547
N2 1.6599 0.7043 -1.0713
C4 2.0045 1.1455 0.2137
C5 2.9513 0.4345 0.9222
C6 3.3344 0.7884 2.2294
C7 2.7141 1.8237 2.8552
C8 1.6734 2.5412 2.2091
C9 0.9998 3.5468 2.9448
C10 -0.0401 4.2286 2.3933
C11 -0.4277 3.9589 1.0709
C12 0.2269 3.0325 0.2844
N3 -0.2702 2.7694 -0.9939
C13 -0.5690 3.6898 -1.8476
N4 -1.4799 3.4119 -2.8394
C14 -1.2587 3.8521 -4.2084
C15 -2.3379 2.2483 -2.7260
N5 -0.0352 4.9584 -1.8860
C16 -0.8459 6.1191 -2.2103
C17 1.2648 5.2476 -1.3193
C18 1.2961 2.2346 0.8643
N6 3.8457 0.8803 -2.0005
C19 4.2099 2.1576 -1.4193
C20 4.9658 -0.0093 -2.2447
H1 0.9947 -2.0055 -3.5705
H2 0.1876 -0.4261 -3.6206
H3 0.4624 -1.2144 -2.0814
H4 2.9650 -1.0715 -4.8650
H5 3.6061 0.4799 -4.3072
H6 1.9597 0.3829 -4.9399
H7 3.4396 -0.3958 0.4240
H8 4.1163 0.2293 2.7289
H9 2.9848 2.1098 3.8644
H10 1.3178 3.7408 3.9616
H11 -0.5762 4.9754 2.9649
H12 -1.2544 4.4999 0.6271
H13 -0.4443 4.5679 -4.2515
H14 -2.1584 4.3147 -4.6178
H15 -0.9980 2.9973 -4.8407
H16 -2.6412 2.0753 -1.6957
H17 -1.8655 1.3352 -3.1086
H18 -3.2486 2.4376 -3.2957
H19 -1.8626 5.8150 -2.4423
H20 -0.4389 6.6678 -3.0642
H21 -0.8755 6.7998 -1.3542
H22 1.8476 4.3328 -1.2543
H23 1.2007 5.6898 -0.3211
H24 1.7887 5.9462 -1.9753
H25 3.3331 2.7931 -1.3394
H26 4.9327 2.6447 -2.0773
H27 4.6538 2.0588 -0.4249
H28 4.6161 -0.9712 -2.6098
H29 5.5311 -0.1687 -1.3194
H30 5.6468 0.4208 -2.9835
C21 0.3391 -1.1819 3.8929
C22 -1.1378 -0.8894 3.8470
C23 -1.8212 -0.4612 5.0059
C24 -3.1438 -0.1487 4.9264
C25 -3.8306 -0.2590 3.6942
C26 -5.1958 0.0549 3.5280
Br1 -6.2344 0.6898 4.9877
C27 -5.7968 -0.0851 2.3093
C28 -5.0647 -0.5431 1.2133
Br2 -5.9275 -0.7104 -0.4696
C29 -3.7045 -0.8922 1.2651
O1 -3.0387 -1.2882 0.2559
C30 -3.0815 -0.7238 2.5798
N7 -1.7560 -1.0337 2.6974
H31 0.6246 -1.6524 4.8352
H32 0.9176 -0.2603 3.7909
H33 0.6194 -1.8352 3.0642
H34 -1.2837 -0.3772 5.9425
H35 -3.6845 0.1854 5.8012
H36 -6.8429 0.1596 2.1845
C31 0.6146 -6.2951 -0.0794
N8 0.7926 -5.0969 0.8622
C32 -0.2910 -5.1940 1.9594
N9 -1.5807 -5.2666 1.3876
C33 -1.6809 -6.4091 0.4827
N10 -0.7015 -6.3434 -0.6080
C34 -0.9833 -5.2348 -1.5425
P1 -0.9641 -3.5708 -0.7281
C35 0.6853 -3.7986 0.1080
C36 -1.9849 -4.0011 0.7518
H37 0.8239 -7.1806 0.5203
H38 1.3582 -6.1963 -0.8693
H39 1.7072 -5.1576 1.3083
H40 -0.1824 -4.3105 2.5870
H41 -0.0522 -6.0967 2.5218
H42 -2.6823 -6.4442 0.0601
H43 -1.5071 -7.3263 1.0472
H44 -1.9677 -5.3958 -1.9835
H45 -0.2644 -5.2683 -2.3639
H46 0.8374 -2.9864 0.8229
H47 1.4980 -3.7657 -0.6191
H48 -3.0317 -4.0405 0.4514
H49 -1.9086 -3.1673 1.4535



The following is a quantum chemistry calculation of 2 unconnected molecules or ions with the total composition C4H12N3O at a distorted geometry, from the Open Molecules 2025 dataset.

Properties
Highest occupied orbital energy: -13.59 eV
Frontier orbital gap: 9.624 eV
Molecular weight: 118.16 g/mol
Total charge: +1
Energy: -398.85024 hartree
Max |F|: 3.662 eV Å⁻¹

Atoms and positions in Å:
C1 -0.7898 1.7618 1.9506
N1 -0.6996 0.9963 0.7814
C2 -1.5648 -0.1381 0.5977
O1 -1.2145 1.3552 3.0089
H1 -0.4627 2.8291 1.7326
H2 -0.6686 1.4874 -0.1062
H3 -2.2816 -0.0589 1.4645
H4 -1.1652 -1.1331 0.5522
H5 -2.1705 0.0000 -0.2681
C3 0.3661 -2.6157 -1.8810
N2 1.2766 -1.4839 -1.6291
C4 0.9189 -0.2539 -1.3610
N3 1.7450 0.7457 -1.0330
H6 0.4314 -3.3830 -1.1490
H7 0.6704 -2.9356 -2.9329
H8 -0.6622 -2.2033 -2.0170
H9 2.2897 -1.6843 -1.5942
H10 -0.1021 0.0172 -1.2713
H11 2.6866 0.5340 -0.7962
H12 1.3135 1.3581 -0.3588



The following is a quantum chemistry calculation of 2 unconnected molecules or ions with the total composition C25H22O3 at a distorted geometry, from the Open Molecules 2025 dataset.

Properties
Highest occupied orbital energy: -6.31 eV
Frontier orbital gap: 3.583 eV
Molecular weight: 370.45 g/mol
Energy: -1191.48874 hartree
Max |F|: 2.326 eV Å⁻¹

Atoms and positions in Å:
C1 -5.7505 -3.3782 -0.4643
C2 -4.6950 -2.2958 -0.4074
O1 -3.4161 -2.9483 -0.3017
C3 -2.3349 -2.0943 -0.2895
C4 -1.1462 -2.9301 -0.2969
C5 0.1745 -2.4656 -0.4751
C6 1.2441 -3.5343 -0.4467
O2 0.4309 -1.2682 -0.6672
O3 -2.4620 -0.8764 -0.2704
H1 -6.7490 -2.9362 -0.4878
H2 -5.6255 -3.9905 -1.3659
H3 -5.6896 -4.0401 0.4052
H4 -4.7027 -1.7042 -1.3328
H5 -4.8390 -1.6620 0.4761
H6 -1.3356 -3.9998 -0.2195
H7 0.8031 -4.5346 -0.3820
H8 1.8586 -3.4720 -1.3560
H9 1.9014 -3.3729 0.4230
C7 1.0323 1.2658 0.3966
C8 0.3892 1.6363 1.6118
C9 -1.0122 1.8295 1.6579
C10 -1.5781 2.4809 2.7473
C11 -0.7746 2.8692 3.8344
C12 0.6055 2.6131 3.8279
C13 1.1858 2.0012 2.7251
C14 2.3262 0.6343 0.3029
C15 2.7669 0.7256 -1.0655
C16 3.9971 0.2155 -1.4379
C17 4.8022 -0.4081 -0.4644
C18 4.3856 -0.4697 0.8778
C19 3.1355 0.0308 1.2620
C20 1.7341 1.4342 -1.8131
C21 0.6644 1.7660 -0.9059
C22 -0.3475 2.6390 -1.3058
C23 -0.3043 3.1764 -2.6034
C24 0.6953 2.7866 -3.5074
C25 1.7217 1.9081 -3.1156
H10 -1.6111 1.4533 0.8207
H11 -2.6459 2.7081 2.7360
H12 -1.2290 3.3633 4.6942
H13 1.2372 2.9096 4.6632
H14 2.2742 1.8738 2.6656
H15 4.3086 0.2967 -2.4802
H16 5.7494 -0.8629 -0.7549
H17 5.0359 -0.9160 1.6348
H18 2.7752 -0.0632 2.2841
H19 -1.1297 2.9212 -0.6077
H20 -1.0521 3.9127 -2.9005
H21 0.6794 3.1721 -4.5305
H22 2.5158 1.6002 -3.7905